No. 1
{"formula": "C8H11ClN4", "method": "ωB97M-V/def2-TZVPD", "de_lowest_kcal_mol": 97.00, "e_lumo_ev": 0.54, "charge": 0, "total_energy_ha": -990.496884, "orbital_gap_ev": 9.05, "multiplicity": 1, "homo_ev": -8.51, "symbols": ["C", "C", "C", "C", "C", "N", "C", "N", "C", "N", "N", "C", "Cl", "H", "H", "H", "H", "H", "H", "H", "H", "H", "H", "H"], "positions_angstrom": [[-2.3613, 1.5611, -1.4293], [-0.9623, 1.0226, -0.9750], [-1.2188, 0.3262, 0.2922], [-0.8102, -0.8751, 0.6416], [-1.2340, -1.7492, 1.7807], [0.0110, -1.5503, -0.3076], [1.1641, -1.5083, -0.6201], [2.2749, -1.7431, -1.1083], [3.3840, -1.0298, -0.8463], [3.3813, -0.0042, -0.0870], [2.4971, 0.0857, 0.8659], [1.6616, 0.9710, 1.1778], [1.4588, 2.5473, 0.4614], [-2.7596, 2.1211, -0.7001], [-3.0591, 0.8819, -1.6641], [-2.1172, 2.0619, -2.3124], [-0.2931, 1.8467, -0.9571], [-0.6133, 0.3143, -1.8492], [-1.8123, 0.8722, 0.8712], [-0.3853, -2.0557, 2.4006], [-1.8720, -2.5597, 1.3206], [-1.8592, -1.2558, 2.3866], [4.2617, -1.1716, -1.5469], [1.2631, 0.8905, 2.2050]], "atomic_forces_ev_per_a": [[4.47, -0.29, -0.81], [-1.62, -2.15, -2.99], [2.44, -1.38, -1.69], [0.17, -1.07, -0.77], [1.23, -1.61, -2.50], [0.26, 0.30, 0.42], [-0.46, -1.02, 0.12], [-0.58, -0.98, 0.00], [1.16, 1.32, -2.01], [2.06, 0.61, -0.11], [-1.53, -0.70, 0.81], [0.98, 0.24, 1.32], [0.33, 0.12, -0.02], [-1.33, 2.67, 2.47], [-2.22, -3.13, -0.79], [-0.25, 1.48, -1.35], [0.46, 0.49, 0.26], [-0.38, 1.16, 1.88], [-2.46, 1.87, 2.96], [-0.13, -0.54, -0.44], [1.16, 0.27, 0.73], [-2.39, 2.13, 2.31], [-1.12, 0.06, 1.15], [-0.25, 0.16, -0.92]], "mulliken_charge": [-1.866, 0.082, -0.348, 0.320, -1.463, -0.351, 0.858, -0.524, 0.023, -0.549, -0.003, -0.079, -0.181, 0.495, 0.470, 0.446, 0.205, 0.162, 0.528, 0.322, 0.307, 0.443, 0.324, 0.379]}

No. 2
{"formula": "C5H7BrNP", "method": "ωB97M-V/def2-TZVPD", "de_lowest_kcal_mol": 16.49, "e_lumo_ev": 0.36, "charge": 0, "total_energy_ha": -3164.777865, "orbital_gap_ev": 8.63, "multiplicity": 1, "homo_ev": -8.28, "symbols": ["C", "C", "C", "C", "C", "N", "P", "Br", "H", "H", "H", "H", "H", "H", "H"], "positions_angstrom": [[1.9044, -0.4324, 0.2302], [2.8885, 1.5665, -0.1872], [3.1341, 0.2340, 0.0262], [0.9566, 0.5426, 0.1330], [-1.6663, -1.1327, -0.2944], [1.5422, 1.7356, -0.1194], [-1.3973, 0.6141, 0.2462], [4.8491, -0.5580, 0.0369], [1.7732, -1.4768, 0.4230], [3.5788, 2.3626, -0.3769], [-2.7127, -1.4011, -0.1415], [-1.0299, -1.8095, 0.2710], [-1.4403, -1.2211, -1.3558], [1.0458, 2.6029, -0.2392], [-1.3860, 0.3146, 1.6195]], "atomic_forces_ev_per_a": [[0.07, -0.01, 0.01], [0.70, -0.31, 0.01], [0.37, 0.25, -0.08], [-4.42, 0.12, 0.22], [0.12, 0.17, -0.03], [-0.15, 0.26, -0.03], [3.59, -0.47, -0.31], [-0.25, 0.09, 0.00], [-0.11, -0.20, 0.04], [0.06, 0.20, -0.04], [0.00, 0.02, 0.04], [-0.06, -0.07, -0.06], [-0.01, -0.01, 0.01], [0.11, -0.13, 0.00], [-0.01, 0.08, 0.22]], "mulliken_charge": [-0.178, -0.477, -0.190, -0.193, -0.878, -0.004, 0.084, -0.195, 0.436, 0.426, 0.366, 0.263, 0.279, 0.205, 0.056]}

No. 3
{"formula": "C6H17NO", "method": "ωB97M-V/def2-TZVPD", "de_lowest_kcal_mol": 29.62, "e_lumo_ev": 0.82, "charge": 0, "total_energy_ha": -368.753640, "orbital_gap_ev": 9.16, "multiplicity": 1, "homo_ev": -8.34, "symbols": ["C", "C", "C", "C", "N", "C", "C", "H", "H", "H", "H", "H", "H", "H", "H", "H", "H", "H", "H", "H", "H", "H", "O", "H", "H"], "positions_angstrom": [[-0.3190, 2.2716, 2.1704], [0.5716, 1.3983, 1.2510], [0.0597, -0.0347, 1.0582], [-1.4616, -0.1672, 0.7216], [-1.7341, -1.0629, -0.4421], [-1.1808, -0.5911, -1.6942], [0.1133, -1.2062, -2.2360], [-1.3286, 2.3363, 1.7760], [-0.3619, 1.7832, 3.1447], [0.0887, 3.2854, 2.1496], [0.7085, 1.8701, 0.2772], [1.5685, 1.2576, 1.6503], [0.6781, -0.6034, 0.3870], [0.0463, -0.5282, 2.0426], [-2.0228, 0.7291, 0.4724], [-1.9030, -0.7756, 1.5075], [-1.5659, -2.0537, -0.3207], [-1.9158, -0.5549, -2.5184], [-0.8998, 0.4502, -1.5047], [0.4853, -1.9809, -1.5623], [0.8758, -0.4077, -2.3087], [0.0179, -1.5708, -3.2457], [3.3698, -1.1716, -0.6016], [3.4098, -0.8119, -1.4954], [2.7001, -1.8610, -0.6788]], "atomic_forces_ev_per_a": [[0.75, -0.63, -0.97], [-0.35, -0.48, -0.17], [-1.75, 0.75, 1.33], [0.49, -2.51, -1.61], [-0.07, 0.25, -0.57], [0.08, 1.12, -0.36], [0.65, 0.48, 0.29], [-0.14, -0.03, -0.02], [0.04, 0.52, 0.21], [-0.07, -0.12, 0.63], [-0.12, 0.14, -0.10], [0.32, 0.46, 0.29], [0.19, -0.13, -0.32], [0.86, 0.06, -0.16], [0.19, 0.26, 0.52], [-0.47, 0.82, 0.47], [0.09, 0.22, 0.45], [-0.02, -0.19, 0.44], [-0.43, 0.11, -0.12], [0.04, -0.12, -0.22], [-0.11, -0.47, 0.20], [-0.17, -0.51, -0.23], [-0.15, -0.07, -0.22], [0.09, 0.06, 0.11], [0.07, 0.02, 0.12]], "mulliken_charge": [-1.131, -0.446, -0.161, -0.857, -0.417, -0.368, -0.852, 0.315, 0.305, 0.364, 0.293, 0.312, 0.021, 0.386, 0.448, 0.332, 0.255, 0.334, 0.153, 0.179, 0.185, 0.385, -0.645, 0.317, 0.295]}

No. 4
{"formula": "C5H10BNO", "method": "ωB97M-V/def2-TZVPD", "de_lowest_kcal_mol": 73.38, "e_lumo_ev": 0.62, "charge": 0, "total_energy_ha": -351.293099, "orbital_gap_ev": 9.57, "multiplicity": 1, "homo_ev": -8.95, "symbols": ["B", "C", "C", "C", "C", "C", "N", "O", "H", "H", "H", "H", "H", "H", "H", "H", "H", "H"], "positions_angstrom": [[2.4800, -0.2178, -0.5137], [-1.5840, 0.1692, -0.7606], [-0.9001, -1.0417, -0.1040], [-0.8786, 1.4669, -0.0069], [0.3470, -0.6560, 0.5995], [0.4385, 0.8993, 0.6106], [1.5627, -1.1276, 0.1450], [1.3403, 1.3978, -0.3414], [3.6504, -0.2651, -0.7016], [-1.4753, 0.2516, -1.8655], [-2.6827, 0.1538, -0.5337], [-1.6613, -1.6142, 0.6516], [-0.6409, -1.9250, -0.9178], [-0.7585, 2.3568, -0.6570], [-1.7138, 1.7957, 0.7971], [0.1765, -0.9059, 1.7140], [0.6338, 1.3347, 1.5864], [1.6661, -2.0725, 0.2978]], "atomic_forces_ev_per_a": [[-4.05, 1.52, 2.80], [0.10, 1.70, 0.59], [-2.28, -4.24, -1.64], [-3.75, -1.25, 1.55], [-1.91, 2.41, 3.91], [-1.53, 1.71, -2.08], [3.29, 2.89, -2.59], [4.19, -4.33, -0.48], [-0.38, 0.12, -0.56], [0.16, -0.27, 0.81], [1.01, 0.09, -0.34], [1.76, 1.51, -1.76], [-0.68, 2.16, 1.84], [0.34, -0.81, 0.40], [2.01, -0.67, -1.39], [0.64, -0.04, -1.49], [0.17, -0.20, 0.37], [0.90, -2.31, 0.06]], "mulliken_charge": [0.171, -0.622, -0.468, -0.759, -0.037, 0.309, -0.178, -0.698, -0.013, 0.291, 0.253, 0.227, 0.207, 0.350, 0.241, 0.181, 0.342, 0.203]}

No. 5
{"formula": "ClNO2S", "method": "ωB97M-V/def2-TZVPD", "de_lowest_kcal_mol": 75.55, "e_lumo_ev": [-5.36, -5.35], "charge": 0, "total_energy_ha": -1063.384275, "orbital_gap_ev": [5.97, 5.96], "multiplicity": 1, "homo_ev": [-11.33, -11.32], "symbols": ["N", "O", "O", "S", "Cl"], "positions_angstrom": [[-0.2040, -1.1219, -0.2465], [2.0713, -0.2733, 0.2944], [0.2664, 1.3988, -0.1208], [0.7120, 0.0463, -0.0105], [-2.8457, -0.0499, 0.0833]], "atomic_forces_ev_per_a": [[-2.36, -0.30, 0.26], [-0.55, -0.08, -0.22], [0.36, -0.69, 0.18], [0.35, 1.84, 0.11], [2.20, -0.77, -0.33]], "mulliken_charge": [-0.245, -0.366, -0.360, 1.035, -0.064]}

No. 6
{"formula": "C23H42Cl3N2O4SiTb", "method": "ωB97M-V/def2-TZVPD", "de_lowest_kcal_mol": 0.00, "e_lumo_ev": [0.15, 0.15], "charge": 0, "total_energy_ha": -3806.888629, "orbital_gap_ev": [8.51, 8.45], "multiplicity": 7, "homo_ev": [-8.36, -8.30], "symbols": ["C", "C", "H", "H", "H", "C", "C", "H", "H", "H", "H", "Tb", "Cl", "Cl", "C", "O", "N", "C", "C", "H", "H", "H", "H", "H", "H", "H", "H", "H", "C", "C", "N", "H", "C", "O", "H", "H", "H", "H", "O", "C", "C", "C", "H", "C", "H", "C", "H", "C", "C", "H", "H", "H", "Si", "Cl", "C", "C", "C", "H", "H", "H", "H", "H", "H", "H", "H", "H", "C", "C", "C", "O", "H", "H", "H", "H", "H", "H"], "positions_angstrom": [[-1.2933, 1.1149, -4.3652], [0.1665, 0.8498, -4.1512], [-1.4543, 1.8106, -5.1931], [-1.7777, 1.5179, -3.4610], [-1.8057, 0.1768, -4.6252], [1.1650, 1.4206, -4.8405], [1.0118, 2.3431, -5.9985], [2.1948, 1.1549, -4.5948], [0.0042, 2.7565, -6.1076], [1.2761, 1.8347, -6.9344], [1.7151, 3.1756, -5.8957], [-0.6456, 0.2311, 0.2903], [-1.7428, -2.0389, -0.2010], [-2.4574, 1.9678, 0.3740], [1.9537, -1.8834, 0.2793], [1.4397, -0.8392, 0.7653], [3.2530, -2.1786, 0.3668], [4.1572, -1.3563, 1.1718], [3.8519, -3.2922, -0.3599], [1.3089, -2.6191, -0.2335], [3.5887, -0.5341, 1.6111], [4.9626, -0.9645, 0.5364], [4.6110, -1.9687, 1.9637], [3.0942, -3.7217, -1.0232], [4.2185, -4.0597, 0.3372], [4.6986, -2.9351, -0.9610], [-0.1426, 2.9524, -2.2894], [2.6568, 3.0696, -2.7485], [0.1425, 3.6188, -1.4623], [2.5805, 3.7050, -1.8528], [1.4810, 3.2704, -1.0020], [-0.6036, 3.5333, -0.6665], [1.7179, 2.5509, 0.1026], [0.8345, 1.9710, 0.7706], [3.5141, 3.6420, -1.2844], [2.7851, 2.5145, 0.3944], [0.1800, 4.6483, -1.8380], [2.4041, 4.7393, -2.1687], [0.1122, 0.4580, -1.7976], [0.4622, -0.1112, -2.9941], [2.9644, 0.0669, -2.4850], [1.8933, -0.6621, -2.9958], [2.7790, 1.0231, -1.9892], [4.2730, -0.3914, -2.6605], [-0.1994, -0.9784, -3.1751], [2.1243, -1.9079, -3.5774], [5.1093, 0.2213, -2.3170], [4.5113, -1.6091, -3.2992], [3.4289, -2.3738, -3.7471], [1.2557, -2.4638, -3.9418], [5.5383, -1.9556, -3.4476], [3.5908, -3.3271, -4.2544], [-5.6462, 2.3389, 0.0618], [-4.7765, 2.5625, -1.8346], [-5.0416, 3.6634, 1.2645], [-5.6837, 0.5312, 0.5728], [-7.4577, 2.9058, -0.1884], [-3.9508, 3.7656, 1.2742], [-5.3801, 3.4956, 2.2970], [-5.4772, 4.6224, 0.9480], [-7.4492, 3.9763, -0.4305], [-8.1018, 2.7730, 0.6954], [-7.9130, 2.3699, -1.0303], [-4.6987, 0.0510, 0.5834], [-6.3274, -0.0133, -0.1343], [-6.1373, 0.3923, 1.5658], [-1.3767, -2.4900, 3.2238], [-0.6268, -1.1934, 3.2524], [0.6573, -1.2242, 4.0253], [-1.0027, -0.1848, 2.6249], [-1.1781, -3.0472, 4.1448], [-1.0033, -3.0688, 2.3655], [-2.4499, -2.3243, 3.0848], [1.4347, -1.6193, 3.3560], [0.9423, -0.2281, 4.3783], [0.5595, -1.9161, 4.8672]], "atomic_forces_ev_per_a": [[-0.17, 0.00, -0.17], [0.92, 0.17, 0.23], [-0.09, -0.09, 0.20], [0.20, -0.19, -0.21], [0.05, 0.19, 0.15], [-0.53, -0.46, 0.18], [0.14, 0.39, -0.29], [-0.25, -0.01, -0.08], [0.25, -0.09, 0.02], [-0.06, 0.07, 0.08], [-0.10, 0.06, -0.09], [0.52, 0.19, -1.98], [-0.01, -0.41, 0.03], [-0.09, 0.18, 0.24], [-0.39, 0.93, 0.24], [0.86, -1.51, -0.11], [-0.12, 0.20, 0.21], [-0.04, -0.03, -0.20], [-0.16, -0.18, 0.15], [0.33, 0.22, -0.07], [0.14, -0.14, -0.09], [-0.22, -0.02, 0.12], [-0.15, 0.11, -0.18], [0.26, 0.04, 0.09], [-0.13, 0.17, -0.13], [-0.34, -0.03, 0.13], [0.02, 0.14, 0.28], [-0.09, 0.19, 0.22], [-0.28, -0.21, -0.42], [0.03, -0.04, 0.10], [0.38, -0.10, 0.68], [0.32, -0.07, -0.12], [-0.88, -0.01, -0.45], [1.10, 0.88, -0.23], [-0.08, 0.06, -0.19], [-0.33, -0.12, -0.09], [-0.04, -0.15, 0.16], [0.13, -0.18, 0.10], [-0.24, 0.31, 1.64], [-0.23, -0.42, -0.06], [0.30, 0.02, -0.05], [-0.55, 0.10, -0.03], [-0.03, -0.37, -0.18], [-0.15, 0.01, 0.12], [0.11, -0.14, -0.08], [0.24, 0.22, -0.14], [-0.18, -0.20, -0.05], [-0.08, -0.06, -0.10], [-0.01, -0.04, 0.00], [0.39, 0.04, 0.05], [-0.37, 0.09, 0.01], [0.05, 0.24, 0.19], [-1.12, 0.55, 0.39], [-0.28, -0.01, 0.18], [0.40, 0.10, -0.07], [0.11, -0.14, -0.04], [0.26, -0.24, -0.23], [-0.37, 0.01, 0.08], [0.01, -0.18, -0.26], [0.08, -0.23, -0.01], [-0.04, -0.20, -0.02], [0.32, -0.06, -0.17], [-0.03, 0.11, 0.14], [-0.17, 0.16, -0.06], [0.20, 0.15, 0.07], [0.12, 0.25, -0.18], [-0.26, 0.10, 0.11], [-0.39, 0.82, -0.76], [0.06, 0.23, 0.25], [0.70, -1.60, 1.18], [-0.14, 0.01, -0.23], [-0.15, 0.14, 0.12], [0.27, -0.06, -0.10], [-0.13, 0.16, 0.09], [0.00, -0.19, -0.22], [0.13, 0.19, -0.10]], "mulliken_charge": [-1.534, 0.191, 0.396, 0.178, 0.350, 0.260, -1.576, 0.445, 0.386, 0.265, 0.319, -0.166, -0.550, -0.413, 0.055, -0.426, 0.451, -0.947, -1.027, 0.375, 0.236, 0.307, 0.324, 0.310, 0.363, 0.326, 0.239, 0.224, -1.060, -0.862, 0.411, 0.232, 0.099, -0.524, 0.311, 0.273, 0.420, 0.346, 0.751, -0.042, 0.678, -0.024, 0.084, -0.738, 0.382, -0.493, 0.436, -0.733, -0.694, 0.430, 0.395, 0.373, 0.673, -0.304, -0.894, -0.776, -1.086, 0.237, 0.307, 0.272, 0.268, 0.321, 0.295, 0.150, 0.254, 0.320, -1.139, 1.121, -1.020, -0.588, 0.443, 0.217, 0.277, 0.070, 0.304, 0.466]}